<A>
Molecular formula: C4H4BrN
Method: DFT, ωB97M-V/def2-TZVPD

Geometry as XYZ:
```
10
Properties=species:S:1:pos:R:3:lowdin_charge:R:1
C 0.016 -0.498 1.911 -0.20
C 0.050 0.569 1.122 -0.03
C 0.482 0.712 3.966 -0.66
C -0.412 0.513 -0.286 -0.13
N 0.126 -0.190 3.243 -0.07
Br -0.375 1.282 5.451 0.71
H 0.140 -1.594 1.661 0.14
H -1.448 0.426 -0.490 0.05
H 0.271 -0.311 -0.666 0.11
H -0.246 1.589 -0.650 0.09
```

Net charge: 0
Molecular weight in g/mol: 145.99
Orbital gap (alpha / beta) in eV: 6.73 / 8.34
LUMO (alpha / beta) in eV: -0.85 / -0.77

<B>
Molecular formula: C4H4BrN
Method: DFT, ωB97M-V/def2-TZVPD

Geometry as XYZ:
```
10
Properties=species:S:1:pos:R:3:lowdin_charge:R:1
C -1.042 -0.831 -0.968 -0.02
C -0.075 -0.667 -0.085 -0.75
Br 1.288 -1.996 0.126 0.73
C 0.093 0.532 0.804 -0.24
C 1.146 1.380 0.289 -0.25
N 1.976 2.037 -0.140 0.16
H -1.107 -1.706 -1.589 0.06
H -1.809 -0.085 -1.095 0.07
H 0.363 0.226 1.820 0.12
H -0.835 1.110 0.837 0.13
```

SMILES string: C=C(Br)CC#N
Net charge: 0
Molecular weight in g/mol: 145.99
Orbital gap in eV: 10.68
LUMO in eV: 0.63

<C>
Molecular formula: C4H4BrN
Method: DFT, ωB97M-V/def2-TZVPD

Geometry as XYZ:
```
10
Properties=species:S:1:pos:R:3:lowdin_charge:R:1
C -2.041 -1.096 1.873 -0.24
C -0.979 0.544 -0.160 0.09
C 0.178 0.249 -0.418 -0.72
C 1.302 0.928 -1.137 -0.12
N -2.302 -1.925 2.527 0.02
Br 0.742 -1.538 0.414 0.72
H -1.613 -0.191 0.999 -0.02
H 2.218 0.927 -0.523 0.08
H 1.539 0.233 -2.031 0.11
H 0.956 1.869 -1.545 0.08
```

Net charge: 0
Molecular weight in g/mol: 145.99
Orbital gap in eV: 8.15
LUMO in eV: -2.92

Energies relative to the most stable structure, in eV: <A> 5.200; <B> 0.000; <C> 5.560.

<A>
Molecular formula: C33H48GeN7O2SeTi
Method: DFT, ωB97M-V/def2-TZVPD

Geometry as XYZ:
```
93
Properties=species:S:1:pos:R:3:lowdin_charge:R:1
Ti -0.100 -0.718 0.471 1.08
O -0.630 1.481 -3.159 0.07
C 0.584 2.083 -3.219 -0.24
C 0.796 2.960 -4.277 0.02
C 1.982 3.658 -4.377 0.00
C 2.988 3.511 -3.414 -0.04
C 2.788 2.664 -2.358 -0.01
C 1.588 1.924 -2.238 -0.10
C 1.440 1.109 -1.067 -0.34
O 0.443 0.173 -1.029 -0.22
N 2.155 1.208 0.012 0.15
N 1.656 0.364 0.941 -0.13
C 2.196 0.290 2.102 0.00
C 1.506 -0.585 3.026 -0.25
C 1.898 -0.788 4.334 0.06
C 1.116 -1.607 5.143 0.04
C -0.028 -2.184 4.617 0.02
C -0.359 -1.943 3.294 -0.07
N 0.391 -1.165 2.503 -0.03
H -0.570 0.691 -2.603 0.07
H 0.011 3.069 -5.014 0.14
H 2.134 4.325 -5.215 0.13
H 3.914 4.061 -3.504 0.12
H 3.554 2.539 -1.604 0.12
H 3.090 0.848 2.355 0.17
H 2.790 -0.309 4.715 0.15
H 1.396 -1.783 6.174 0.14
H -0.667 -2.815 5.219 0.14
H -1.244 -2.379 2.852 0.11
C -5.069 -1.504 3.027 -0.05
C -4.606 -0.866 1.719 -0.35
C -4.355 0.627 1.933 -0.06
C -3.455 -1.597 1.057 -0.14
C -2.748 -1.048 -0.020 -0.06
C -1.870 -1.838 -0.791 -0.14
C -1.667 -3.197 -0.515 -0.26
C -0.990 -4.091 -1.503 -0.01
C -2.300 -3.711 0.625 0.01
C -3.165 -2.936 1.376 0.01
H -5.874 -0.911 3.455 0.10
H -4.259 -1.534 3.763 0.09
H -5.461 -2.512 2.892 0.09
H -5.426 -0.965 0.995 0.17
H -3.625 0.782 2.726 0.07
H -5.282 1.106 2.244 0.10
H -4.027 1.143 1.027 0.06
H -2.943 -0.036 -0.343 0.11
H -1.462 -1.432 -1.715 0.12
H -1.763 -4.613 -2.073 0.12
H -0.381 -4.859 -1.030 0.09
H -0.394 -3.522 -2.214 0.07
H -2.181 -4.761 0.872 0.14
H -3.684 -3.401 2.204 0.13
C -0.006 5.131 -0.255 -0.06
C -0.815 5.470 0.994 -0.39
C 0.050 5.459 2.249 -0.06
C -2.046 4.574 1.140 -0.07
N -1.666 3.159 1.317 -0.04
C -1.284 2.266 0.414 -0.08
N -0.942 1.171 1.072 -0.06
N -1.126 1.427 2.397 0.04
N -1.548 2.613 2.538 0.13
H 0.773 5.877 -0.406 0.10
H -0.625 5.115 -1.156 0.09
H 0.507 4.166 -0.158 0.06
H -1.232 6.473 0.866 0.15
H 0.510 4.479 2.410 0.07
H -0.524 5.715 3.140 0.09
H 0.858 6.182 2.151 0.09
H -2.685 4.611 0.258 0.14
H -2.638 4.817 2.020 0.14
H -1.259 2.420 -0.655 0.16
C 4.072 -0.749 -2.358 -0.19
Ge 2.975 -2.207 -3.050 0.80
C 3.965 -3.381 -4.248 -0.19
C 1.296 -1.633 -3.889 -0.19
C 2.456 -3.385 -1.505 -0.51
Se 1.950 -2.561 0.188 1.02
C 1.495 -4.141 1.232 -0.30
H 4.158 0.040 -3.107 0.03
H 5.077 -1.117 -2.148 0.04
H 3.689 -0.298 -1.440 -0.01
H 4.198 -2.835 -5.163 0.04
H 3.384 -4.261 -4.526 0.04
H 4.905 -3.713 -3.809 0.04
H 1.471 -0.874 -4.653 0.04
H 0.602 -1.215 -3.159 -0.02
H 0.808 -2.479 -4.375 0.04
H 3.345 -3.940 -1.195 0.04
H 1.698 -4.102 -1.797 0.01
H 2.263 -4.880 1.019 0.06
H 0.514 -4.532 0.979 0.02
H 1.548 -3.867 2.283 0.03
```

Net charge: +3
Molecular weight in g/mol: 774.23
Orbital gap in eV: 5.25
LUMO in eV: -10.90

<B>
Molecular formula: C33H48GeN7O2SeTi
Method: DFT, ωB97M-V/def2-TZVPD

Geometry as XYZ:
```
93
Properties=species:S:1:pos:R:3:lowdin_charge:R:1
Ti -0.023 0.260 0.320 1.09
O 0.101 -5.083 1.361 0.13
C 1.207 -4.792 0.698 -0.23
C 2.151 -5.812 0.539 0.03
C 3.319 -5.582 -0.145 0.00
C 3.598 -4.322 -0.709 -0.05
C 2.699 -3.308 -0.563 -0.01
C 1.486 -3.509 0.149 -0.08
C 0.613 -2.409 0.345 -0.32
O 0.869 -1.201 -0.153 -0.14
N -0.464 -2.489 1.121 0.11
N -0.931 -1.255 1.349 -0.10
C -1.760 -0.985 2.305 0.01
C -1.882 0.420 2.623 -0.29
C -2.710 0.918 3.617 0.05
C -2.720 2.285 3.854 0.03
C -1.897 3.106 3.094 0.01
C -1.088 2.538 2.127 -0.11
N -1.067 1.222 1.890 -0.12
H -0.475 -4.310 1.469 0.08
H 1.925 -6.775 0.976 0.14
H 4.040 -6.382 -0.248 0.13
H 4.519 -4.166 -1.254 0.12
H 2.892 -2.329 -0.976 0.10
H -2.233 -1.764 2.893 0.17
H -3.330 0.241 4.190 0.14
H -3.359 2.708 4.618 0.14
H -1.881 4.176 3.248 0.14
H -0.434 3.155 1.520 0.13
C -1.328 -2.482 -2.552 -0.03
C -0.730 -1.556 -3.621 -0.34
C -1.817 -0.780 -4.367 -0.03
C 0.304 -0.655 -2.985 -0.17
C 1.666 -0.934 -3.092 0.03
C 2.618 -0.090 -2.540 0.01
C 2.263 1.058 -1.834 -0.25
C 3.323 2.013 -1.379 -0.03
C 0.896 1.342 -1.688 -0.14
C -0.066 0.502 -2.293 -0.12
H -2.139 -3.077 -2.974 0.10
H -1.724 -1.899 -1.714 0.05
H -0.574 -3.172 -2.170 0.09
H -0.221 -2.190 -4.350 0.15
H -2.474 -0.232 -3.688 0.05
H -2.436 -1.470 -4.939 0.10
H -1.372 -0.070 -5.066 0.10
H 1.987 -1.799 -3.661 0.14
H 3.670 -0.294 -2.705 0.14
H 4.147 1.489 -0.892 0.08
H 2.934 2.779 -0.711 0.07
H 3.749 2.514 -2.252 0.12
H 0.607 2.342 -1.359 0.14
H -1.076 0.859 -2.421 0.05
C 5.702 0.353 2.330 -0.06
C 5.564 1.806 2.780 -0.39
C 5.758 2.784 1.625 -0.05
C 4.219 2.050 3.504 -0.07
N 3.078 1.488 2.780 -0.05
C 2.456 0.314 3.015 -0.02
N 1.527 0.168 2.107 0.06
N 1.622 1.258 1.336 -0.09
N 2.540 2.062 1.720 0.17
H 6.715 0.174 1.973 0.10
H 5.019 0.120 1.507 0.07
H 5.522 -0.345 3.152 0.09
H 6.324 2.007 3.537 0.15
H 4.970 2.680 0.877 0.04
H 6.715 2.600 1.139 0.10
H 5.761 3.815 1.979 0.09
H 4.051 3.119 3.618 0.14
H 4.227 1.577 4.484 0.14
H 2.684 -0.369 3.817 0.17
C -5.238 4.109 -3.109 -0.19
Ge -4.626 3.413 -1.390 0.82
C -3.601 4.698 -0.306 -0.20
C -5.995 2.505 -0.318 -0.21
C -3.172 2.040 -1.870 -0.52
Se -2.797 0.858 -0.371 1.02
C -3.976 -0.602 -0.883 -0.28
H -5.990 4.879 -2.935 0.04
H -5.691 3.317 -3.705 0.03
H -4.414 4.551 -3.668 0.03
H -4.276 5.355 0.242 0.03
H -2.970 5.320 -0.942 0.03
H -2.973 4.175 0.417 -0.02
H -6.636 3.262 0.133 0.04
H -5.558 1.908 0.484 0.00
H -6.626 1.867 -0.937 0.03
H -2.270 2.610 -2.097 0.03
H -3.445 1.436 -2.735 0.02
H -4.982 -0.188 -0.857 0.04
H -3.882 -1.396 -0.146 0.04
H -3.740 -0.966 -1.878 0.03
```

Net charge: +3
Molecular weight in g/mol: 774.23
Orbital gap in eV: 5.45
LUMO in eV: -10.29

Energies relative to the most stable structure, in eV: <A> 0.000; <B> 0.454.

<A>
Molecular formula: C3H2BrClF2
Method: DFT, ωB97M-V/def2-TZVPD

Geometry as XYZ:
```
9
Properties=species:S:1:pos:R:3:lowdin_charge:R:1
F 0.134 -1.129 1.624 0.10
C -0.482 -0.433 0.657 -0.58
F -1.789 -0.328 0.647 0.13
C 0.306 1.003 0.106 0.01
C 0.147 -0.352 -0.601 -1.21
Cl -0.757 -0.148 -2.104 0.64
Br 1.678 -1.440 -0.871 0.77
H -0.428 1.712 -0.065 0.07
H 1.191 1.116 0.607 0.06
```

SMILES string: FC1(F)C[C@@]1(Cl)Br
Net charge: 0
Molecular weight in g/mol: 191.40
Orbital gap in eV: 10.73
LUMO in eV: 0.65

<B>
Molecular formula: C3H2BrClF2
Method: DFT, ωB97M-V/def2-TZVPD

Geometry as XYZ:
```
9
Properties=species:S:1:pos:R:3:lowdin_charge:R:1
C 1.135 -0.465 0.272 -0.04
C 0.713 0.926 -0.177 -0.55
C -0.174 0.056 0.638 -0.49
F 1.311 1.997 0.235 0.17
F 0.333 1.007 -1.505 0.07
Cl -4.638 -1.506 -0.563 -0.08
Br -1.990 -0.463 0.615 0.72
H 1.414 -1.119 -0.480 0.10
H 1.895 -0.434 0.966 0.10
```

Net charge: 0
Molecular weight in g/mol: 191.40
Orbital gap (alpha / beta) in eV: 9.41 / 5.29
LUMO (alpha / beta) in eV: -1.37 / -3.92

Energies relative to the most stable structure, in eV: <A> 0.000; <B> 2.933.

<A>
Molecular formula: C6H6NO2P2
Method: DFT, ωB97M-V/def2-TZVPD

Geometry as XYZ:
```
17
Properties=species:S:1:pos:R:3:lowdin_charge:R:1
C 0.690 -1.717 -0.367 -0.04
C 0.503 -2.140 0.924 -0.11
C 0.500 -0.346 -0.886 -0.33
C 0.237 0.582 -0.025 -0.60
C -0.255 -1.423 1.905 -0.72
C 0.397 -0.143 -2.349 -0.05
N -0.681 4.235 1.760 -0.33
O -0.198 1.839 -0.437 -0.48
O -0.743 -1.979 2.881 -0.09
P -1.296 2.313 0.726 0.73
P -0.191 0.390 1.750 0.94
H 0.794 -2.442 -1.159 0.09
H 0.710 -3.137 1.304 0.10
H 0.229 -1.085 -2.780 0.05
H 1.367 0.237 -2.606 0.08
H -0.476 0.425 -2.701 0.09
H -1.587 4.392 2.061 -0.31
```

Net charge: -1
Molecular weight in g/mol: 186.07
Orbital gap (alpha / beta) in eV: 6.39 / 6.39
LUMO (alpha / beta) in eV: 2.88 / 2.88

<B>
Molecular formula: C6H6NO2P2
Method: DFT, ωB97M-V/def2-TZVPD

Geometry as XYZ:
```
17
Properties=species:S:1:pos:R:3:lowdin_charge:R:1
H -0.176 -3.085 3.549 -0.05
N -0.864 -2.227 3.620 -0.37
P -1.275 -1.840 2.123 0.33
O -1.863 -0.443 2.104 -0.58
P 0.703 -1.545 0.526 0.87
C 0.015 -0.060 0.385 -0.33
C -0.188 0.973 -0.547 -0.37
C -1.001 2.118 0.046 -0.07
C 0.497 0.961 -1.765 -0.09
C 1.322 -0.106 -2.060 -0.16
C 1.656 -1.242 -1.355 -0.54
O 2.317 -2.196 -1.662 -0.03
H -2.036 1.978 -0.232 0.07
H -0.668 3.044 -0.453 0.08
H -0.979 1.948 1.093 0.05
H 0.533 1.797 -2.540 0.13
H 2.006 -0.075 -2.832 0.07
```

SMILES string: [H]/N=P(/[O-])=P1=C=C(C)C=CC1=O
Net charge: -1
Molecular weight in g/mol: 186.07
Orbital gap (alpha / beta) in eV: 5.49 / 6.30
LUMO (alpha / beta) in eV: 1.96 / 2.72

Energies relative to the most stable structure, in eV: <A> 0.577; <B> 0.000.